10
Properties=species:S:1:pos:R:3:forces:R:3 method="wB97M-V/def2-TZVPD" total_charge=+1 multiplicity=3 homo_energy_ev="-13.139 / -15.469" s_squared=2.01 gap_ev="8.447 / 5.991"
C -0.22022 0.44362 0.41781 1.718 -2.099 -1.961
C 0.71429 -1.62786 -1.06093 5.426 0.561 -1.651
N 1.00535 0.57970 0.45796 -0.522 0.099 0.360
N -1.29580 1.10236 0.58894 -1.053 3.771 2.723
S -0.68480 -1.48132 -0.28603 -2.367 1.210 2.709
H 1.54107 -0.87894 -0.64233 -1.450 -1.877 -0.449
H 1.06601 -2.40157 -1.74398 -0.589 0.340 -0.143
H 1.27203 1.52153 0.72926 0.610 0.048 0.252
H -1.22295 1.95035 1.25407 -0.533 -1.764 -1.624
H -2.17499 0.79213 0.28523 -1.240 -0.290 -0.215

=====

10
Properties=species:S:1:pos:R:3:forces:R:3 method="wB97M-V/def2-TZVPD" total_charge=+1 multiplicity=1 homo_energy_ev="-12.488 / -12.490" gap_ev="6.621 / 6.624"
C 2.12259 -0.96735 0.11843 -0.867 0.751 1.038
C 0.75172 1.03565 0.23423 -2.426 1.215 -0.926
N 1.53496 0.07685 0.00949 0.763 -1.285 0.567
N -0.70620 0.70735 0.10663 0.317 2.219 0.903
Si -1.70822 -0.61948 0.04836 1.282 0.981 -0.080
H 2.36825 -1.62700 -0.64799 0.884 -0.912 -1.368
H 1.11033 2.08765 0.25027 -0.790 -0.966 0.015
H -1.29011 1.57522 0.21512 0.986 -0.801 0.032
H -3.12109 -0.52794 0.10941 -0.848 0.417 0.163
H -1.06223 -1.74095 -0.44396 0.699 -1.619 -0.343

=====

10
Properties=species:S:1:pos:R:3:forces:R:3 method="wB97M-V/def2-TZVPD" total_charge=0 multiplicity=1 homo_energy_ev="-8.601 / -8.325" gap_ev="8.967 / 8.573"
C 0.15485 0.04642 0.42000 0.158 -0.405 -0.996
C 1.49694 -0.58439 0.60765 0.205 0.064 0.514
N -1.80468 0.59148 -1.17866 0.052 -0.073 -0.011
N -0.54825 0.65457 1.19748 -0.662 0.539 0.597
N -2.30711 1.09403 -0.25891 0.533 -0.309 -0.293
H -0.28377 -0.06975 -0.64234 0.124 0.013 0.291
H 1.96098 -0.16683 1.49992 0.133 -0.111 -0.044
H 2.13311 -0.41464 -0.25873 -0.017 -0.016 -0.016
H 1.36902 -1.65833 0.75081 0.049 -0.002 -0.081
H -2.17110 0.50745 -2.13722 -0.575 0.301 0.038

=====

10
Properties=species:S:1:pos:R:3:forces:R:3 method="wB97M-V/def2-TZVPD" total_charge=0 multiplicity=3 homo_energy_ev="-5.491 / -11.209" s_squared=2.01 gap_ev="6.411 / 7.583"
C 2.07695 -0.38629 0.18960 2.353 0.385 0.973
C -0.47583 0.24690 0.48710 -1.141 0.202 -3.153
N 3.16127 -0.48351 0.57168 1.079 -0.112 0.190
N -1.70977 0.60187 -0.31915 1.917 0.211 1.540
N 0.56038 -0.19646 -0.41365 -3.274 -3.889 -0.689
H -0.64243 -0.63931 1.08078 -0.194 -0.112 0.778
H -0.05376 1.07640 0.93351 0.306 1.667 1.768
H -1.29333 1.26927 -0.99086 -1.007 -0.749 -0.060
H -1.88655 -0.30726 -0.72114 -0.627 0.295 -0.961
H 0.26306 -1.18161 -0.81787 0.588 2.102 -0.385

=====

11
Properties=species:S:1:pos:R:3:forces:R:3 method="wB97M-V/def2-TZVPD" smiles="N[C@H]1N=CON1" total_charge=0 multiplicity=1 homo_energy_ev=-9.139 gap_ev=10.225
N -1.61290 -0.08372 -0.52378 -0.913 -0.121 -0.151
C -0.51293 0.38522 0.16707 1.923 0.542 -2.713
N -0.00473 -0.53154 1.09469 1.993 -0.972 -0.503
C 1.26361 -0.61359 0.85778 -0.629 0.234 2.136
O 1.89018 0.27779 0.08863 -1.057 -0.976 -1.735
N 0.81995 0.58117 -0.93176 -0.318 1.925 2.580
H -2.23766 0.64791 -0.83711 -0.099 -0.346 0.146
H -2.05709 -0.85502 -0.03731 -0.050 0.240 -0.284
H -0.57688 1.41698 0.51389 0.051 -0.002 0.099
H 1.91417 -1.31626 1.38581 -0.171 0.282 -0.039
H 1.11428 0.09107 -1.77790 -0.730 -0.805 0.465

=====

11
Properties=species:S:1:pos:R:3:forces:R:3 method="wB97M-V/def2-TZVPD" total_charge=0 multiplicity=1 homo_energy_ev=-9.179 gap_ev=9.836
H -0.72395 -3.02211 1.05389 0.011 -0.045 0.002
N -0.76882 -2.06334 1.38877 0.141 -0.079 -0.396
C -0.31255 -1.27815 0.49810 -0.044 -0.111 0.047
N -0.28973 0.06947 0.75279 0.036 0.043 -0.100
C 0.13793 0.97347 -0.05147 -0.037 -0.259 0.006
N 0.67475 0.91096 -1.29700 -0.082 -0.030 0.053
O 0.06347 2.21513 0.44525 0.027 -0.031 0.004
H 0.07129 -1.62657 -0.47768 -0.060 -0.056 0.139
H 0.84452 1.76897 -1.79937 -0.080 -0.134 0.175
H 0.61190 0.06336 -1.83575 -0.006 0.109 0.165
H -0.30881 1.98882 1.32248 0.094 0.595 -0.095

=====

11
Properties=species:S:1:pos:R:3:forces:R:3 method="wB97M-V/def2-TZVPD" total_charge=0 multiplicity=1 homo_energy_ev=-9.610 gap_ev=10.101
H 0.88847 -1.99821 -1.20225 -0.001 0.088 0.060
N 1.57135 -1.51487 -0.61703 -0.379 0.801 0.513
C 1.04452 -0.51857 -0.02025 0.245 -0.804 -0.553
N -0.28503 -0.10157 -0.09202 0.225 0.089 0.332
O -1.06241 -0.68736 -1.07281 -0.372 -0.464 -0.089
C -0.74629 1.14824 0.32730 -0.378 0.453 0.014
N -0.28557 1.91257 1.22785 0.356 -0.543 -0.215
H 0.55516 1.51766 1.67429 -0.431 0.232 -0.102
H 1.63902 0.12062 0.63236 -0.039 -0.137 -0.117
H -1.66958 -1.30506 -0.61857 0.429 0.347 -0.152
H -1.64964 1.42655 -0.23888 0.348 -0.061 0.309

=====

11
Properties=species:S:1:pos:R:3:forces:R:3 method="wB97M-V/def2-TZVPD" total_charge=0 multiplicity=1 homo_energy_ev=-8.572 gap_ev=9.310
N 0.95429 -1.66078 -1.00796 -0.033 -0.157 -0.136
C 0.54376 -0.34886 -1.00977 0.051 -0.012 -0.371
O 0.76904 0.43278 -1.89901 -0.039 -0.490 0.342
N -0.12188 -0.00919 0.19124 -0.193 0.044 -0.242
C -0.64292 1.22231 0.27159 0.279 -0.249 0.087
N -1.02012 1.58305 1.51225 0.495 0.050 -0.332
H 1.26633 -1.96743 -1.91620 0.052 -0.074 0.072
H 0.38606 -2.32349 -0.50130 0.088 0.023 -0.077
H 0.01520 -0.61917 1.00209 -0.009 0.086 -0.166
H -0.70737 2.54017 1.50356 -0.810 0.487 1.107
H -0.81150 1.01515 2.34612 0.118 0.292 -0.283

=====

11
Properties=species:S:1:pos:R:3:forces:R:3 method="wB97M-V/def2-TZVPD" total_charge=0 multiplicity=1 homo_energy_ev="-7.949 / -7.949" gap_ev="7.613 / 7.612"
C -0.97052 0.15243 0.81734 0.585 0.644 0.644
C 0.38187 0.81370 1.29984 -0.542 0.221 0.119
N -0.91991 -0.63255 -0.14492 -0.645 0.118 -0.896
N 0.00168 -1.19047 -0.77241 1.555 -0.539 0.015
N 0.25867 -0.91887 -2.03511 -0.440 0.398 0.356
O 1.40393 0.46675 0.59648 0.335 -0.801 -0.901
H -1.88774 0.34646 1.34293 -0.395 -0.079 -0.005
H 0.12347 1.90217 1.28790 -0.106 -0.092 0.186
H 0.39142 0.47232 2.36666 -0.109 0.143 0.078
H 0.17993 0.04002 -2.36468 -0.118 -0.041 0.177
H 1.03720 -1.45195 -2.39403 -0.119 0.028 0.225

=====

11
Properties=species:S:1:pos:R:3:forces:R:3 method="wB97M-V/def2-TZVPD" smiles="[H]/N=C/N(O)/C=N/[H]" total_charge=0 multiplicity=1 homo_energy_ev=-8.796 gap_ev=9.666
H 3.07336 -0.85928 -0.25724 -2.292 1.486 -0.914
N 2.16250 -0.28788 -0.53473 -0.542 -3.924 3.072
C 1.15267 -0.94737 0.05992 1.525 5.107 -3.696
N -0.16782 -0.38920 -0.10307 1.930 -0.867 0.460
O -0.97752 -1.18553 0.75559 -0.398 1.149 -0.817
C -0.62248 0.96384 -0.34218 0.534 -4.435 1.345
N -1.79400 1.19682 -0.09209 -5.326 4.182 2.492
H -2.13472 2.35378 0.01062 1.664 -4.568 -1.120
H 1.14673 -1.87275 0.58416 0.052 -0.529 0.452
H -1.76764 -0.63143 0.69014 -0.992 -0.086 0.477
H -0.07108 1.65899 -0.77112 3.846 2.486 -1.752

=====

11
Properties=species:S:1:pos:R:3:forces:R:3 method="wB97M-V/def2-TZVPD" total_charge=0 multiplicity=1 homo_energy_ev=-9.744 gap_ev=9.769
N 1.42356 -0.39227 2.10974 -0.361 0.168 0.216
C 1.26534 0.10224 1.07656 0.915 -1.061 -0.667
N 1.28037 0.65085 -0.12242 0.580 0.528 -2.167
C 1.06726 0.19744 -1.32643 -1.403 1.331 3.553
O 0.48449 -0.89139 -1.69500 0.103 -2.625 -0.073
H 0.99374 0.86550 -2.13884 0.888 1.104 -0.759
H 0.47375 -1.60103 -1.01662 -0.173 0.587 -0.186
N -1.75479 0.13240 0.62611 -0.706 -1.554 2.199
H -2.41781 -0.12123 1.47806 2.383 0.883 -2.410
H -2.09617 0.96225 0.16534 0.400 0.135 0.230
H -0.71974 0.09525 0.84350 -2.627 0.506 0.064

=====

11
Properties=species:S:1:pos:R:3:forces:R:3 method="wB97M-V/def2-TZVPD" total_charge=+2 multiplicity=1 homo_energy_ev="-20.866 / -22.113" gap_ev="7.400 / 9.226"
H -0.63050 2.81868 -0.15390 -0.026 4.273 -0.859
N -0.66902 1.88942 0.00525 1.131 -4.073 1.111
C -0.95611 0.70570 0.07206 -2.873 0.923 -1.529
N -0.32098 -0.42910 0.54322 0.867 1.334 -0.302
C 0.88757 -0.82953 0.17241 -0.441 2.798 0.025
N 1.81721 0.09774 -0.14176 1.136 -2.177 -0.952
O 1.86274 1.23474 0.24505 -1.399 3.071 1.331
H -2.02371 0.53205 -0.44368 1.537 -0.097 1.144
H -1.00545 -1.01604 0.92187 -0.910 -2.107 0.635
H 1.11255 -1.81182 0.00686 0.579 -2.733 -0.196
H 2.62099 -0.10944 -0.72992 0.398 -1.212 -0.407

=====

ΔE to the lowest compared entry with this formula, charge and spin for the records above, in order: 2.703; 3.075; 3.669; 2.372; 3.958; 0.977; 3.133; 1.783; 5.550; 4.744; 2.563; 3.122 eV
E_tot for the records above, in order: -15957.845; -13001.831; -6621.268; -6617.784; -8669.685; -8672.665; -8670.510; -8671.859; -8668.092; -8668.898; -8671.079; -8646.751 eV